A | 15
Properties=species:S:1:pos:R:3:mulliken_charge:R:1 method="wB97M-V/def2-TZVPD" gap_ev="8.84 / 3.92" s_squared=0.76 charge=+1 multiplicity=2
C 0.24 0.55 1.87 -0.714
C 1.11 0.73 0.85 -0.089
N 2.43 0.30 0.84 -0.490
H 0.59 0.00 2.73 0.269
H -0.68 1.11 1.94 0.293
H 0.80 1.45 0.09 0.446
H 2.81 0.21 1.77 0.262
H 2.64 -0.54 0.30 0.231
C -0.68 -0.97 -1.25 -0.480
C -1.76 -0.59 -1.99 0.376
O -2.57 0.36 -1.58 -0.314
H 0.17 -1.44 -1.73 0.284
H -0.66 -0.66 -0.21 0.192
H -1.89 -0.92 -3.01 0.381
H -2.55 0.40 -0.62 0.355


B | 15
Properties=species:S:1:pos:R:3:mulliken_charge:R:1 method="wB97M-V/def2-TZVPD" gap_ev="10.47 / 3.66" s_squared=0.76 charge=+1 multiplicity=2
C 1.27 0.91 -1.38 -0.834
C -0.95 0.60 -1.93 -0.244
N 0.02 0.12 -1.26 -0.153
H 1.43 1.43 -0.43 0.287
H 2.11 0.26 -1.62 0.301
H 1.21 1.74 -2.08 0.360
H -1.70 -0.09 -2.28 0.287
H -0.99 1.64 -2.26 0.289
O 1.20 -0.23 2.48 -0.170
C 0.02 -0.33 2.35 0.291
C -0.61 -1.39 1.49 -0.653
H -0.72 0.36 2.81 0.363
H -1.57 -1.61 1.96 0.332
H -0.77 -1.17 0.43 0.250
H 0.06 -2.24 1.71 0.295


C | 15
Properties=species:S:1:pos:R:3:mulliken_charge:R:1 method="wB97M-V/def2-TZVPD" gap_ev="12.34 / 7.18" s_squared=0.80 charge=+1 multiplicity=2
C 1.01 1.76 -0.19 -1.031
C 0.94 0.32 0.22 0.771
N -0.14 -0.42 -0.10 0.167
C -1.41 0.30 -0.11 -0.942
C -0.11 -1.97 -0.02 -0.804
O 1.96 -0.29 0.79 -0.339
H 0.10 2.32 0.33 0.322
H 1.95 2.19 0.17 0.333
H 0.99 1.90 -1.24 0.337
H -1.50 0.97 0.74 0.487
H -2.02 -0.62 0.18 0.332
H -1.68 0.70 -1.05 0.313
H 0.78 -2.12 0.62 0.356
H -0.89 -2.42 0.57 0.394
H 0.03 -2.62 -0.91 0.305


Short version: C is the most stable of them.


A | 93
Properties=species:S:1:pos:R:3:mulliken_charge:R:1 method="wB97M-V/def2-TZVPD" gap_ev=9.10 charge=+1
In -0.80 0.55 -0.21 2.661
C -4.62 1.04 -0.32 -1.007
O -3.60 0.25 0.25 -0.109
C -3.81 0.17 1.65 -0.684
C -2.66 -0.61 2.28 -0.111
O -1.43 0.06 2.09 0.597
C -0.73 0.56 3.21 -0.838
C -0.39 2.05 3.03 -0.866
O 0.16 2.25 1.74 0.154
C 1.26 3.13 1.68 -1.063
H -5.59 0.59 -0.13 0.367
H -4.60 2.05 0.09 0.349
H -4.45 1.09 -1.40 0.283
H -3.85 1.18 2.06 0.207
H -4.75 -0.35 1.85 0.653
H -2.87 -0.75 3.35 0.583
H -2.59 -1.58 1.80 -0.469
H -1.32 0.44 4.13 0.752
H 0.21 0.00 3.28 0.130
H -1.31 2.65 3.12 0.239
H 0.32 2.34 3.81 0.605
H 2.06 2.80 2.35 0.418
H 1.61 3.10 0.65 0.159
H 0.96 4.15 1.94 0.310
C 7.61 0.72 1.25 -1.436
C 6.19 0.45 0.88 1.039
C 5.57 -0.75 1.23 -1.018
C 4.24 -0.97 0.93 -0.946
C 3.53 0.00 0.26 -0.375
C 4.13 1.18 -0.14 -0.073
C 5.46 1.40 0.17 -1.097
S 1.81 -0.31 -0.03 1.708
O 1.69 -1.52 -0.81 -0.749
O 1.26 0.87 -0.73 -0.885
O 1.17 -0.45 1.27 -0.702
H 7.97 0.00 1.98 0.362
H 7.70 1.72 1.68 0.377
H 8.25 0.67 0.37 0.308
H 6.13 -1.50 1.77 0.344
H 3.74 -1.89 1.19 0.479
H 3.54 1.90 -0.69 0.517
H 5.93 2.32 -0.12 0.426
O -1.06 -1.63 -0.26 -0.958
S -0.18 -2.56 0.55 0.870
C -1.42 -3.66 1.29 -0.074
C -1.18 -4.13 2.58 -0.162
C -2.09 -4.99 3.18 -0.920
C -3.23 -5.36 2.50 -0.491
C -3.48 -4.88 1.22 -0.950
C -2.57 -4.03 0.61 0.037
C 0.35 -3.81 -0.62 0.694
C -0.14 -3.87 -1.91 0.044
C 0.38 -4.81 -2.78 -1.011
C 1.38 -5.67 -2.36 -0.519
C 1.86 -5.61 -1.06 -0.925
C 1.35 -4.67 -0.19 -0.412
H -0.28 -3.82 3.09 0.496
H -1.91 -5.36 4.17 0.452
H -3.95 -6.02 2.96 0.435
H -4.37 -5.17 0.69 0.452
H -2.74 -3.63 -0.38 0.386
H -0.90 -3.17 -2.22 0.465
H 0.02 -4.87 -3.79 0.483
H 1.80 -6.39 -3.05 0.434
H 2.65 -6.27 -0.74 0.450
H 1.72 -4.58 0.82 0.454
O -0.12 2.73 -2.37 -0.619
C -0.70 3.23 -1.43 0.007
N -1.47 2.53 -0.53 1.182
C -1.97 3.35 0.44 0.059
O -2.65 2.99 1.38 -0.650
C -1.54 4.73 0.11 0.003
C -1.74 5.93 0.77 -0.552
C -1.13 7.06 0.24 -0.631
C -0.37 6.99 -0.92 -0.568
C -0.17 5.78 -1.58 -0.517
C -0.76 4.66 -1.04 0.065
H -2.33 5.98 1.67 0.544
H -1.26 8.01 0.74 0.444
H 0.09 7.89 -1.30 0.441
H 0.43 5.72 -2.47 0.566
N 1.91 -1.42 -5.90 -0.510
C 1.05 -0.96 -5.30 -0.250
C -0.03 -0.39 -4.58 0.082
C -1.08 0.22 -5.26 -0.471
C -2.11 0.77 -4.51 -1.150
C -2.03 0.72 -3.13 -0.253
N -1.04 0.11 -2.50 0.593
C -0.05 -0.44 -3.18 -0.129
H -1.09 0.26 -6.34 0.553
H -2.94 1.25 -5.00 0.529
H -2.77 1.18 -2.50 0.253
H 0.75 -0.91 -2.62 0.646


B | 93
Properties=species:S:1:pos:R:3:mulliken_charge:R:1 method="wB97M-V/def2-TZVPD" gap_ev=7.33 charge=+1
In 0.00 1.16 -0.47 2.019
C -0.29 0.09 2.80 -1.263
O 0.32 1.06 1.95 0.847
C 0.31 2.37 2.51 -0.498
C 1.37 3.09 1.76 -0.453
O 1.04 3.18 0.36 -0.255
C 0.59 4.51 -0.03 -0.840
C -0.89 4.60 -0.22 -0.255
O -1.13 3.72 -1.29 -0.107
C -2.41 3.90 -1.88 -0.844
H 0.27 0.04 3.74 0.517
H -0.22 -0.87 2.31 0.110
H -1.33 0.35 3.01 0.315
H 0.58 2.33 3.57 0.691
H -0.69 2.81 2.41 0.021
H 2.29 2.52 1.81 0.125
H 1.57 4.09 2.15 0.537
H 1.09 4.72 -0.98 0.389
H 0.95 5.22 0.71 0.440
H -1.17 5.63 -0.47 0.604
H -1.45 4.30 0.67 0.049
H -2.48 4.91 -2.30 0.418
H -3.20 3.76 -1.14 0.255
H -2.51 3.18 -2.68 0.131
C -5.52 -2.94 -1.72 -1.773
C -4.40 -2.04 -2.18 0.840
C -4.65 -0.70 -2.46 -0.645
C -3.65 0.13 -2.92 -0.599
C -2.36 -0.38 -3.07 -0.103
C -2.08 -1.71 -2.79 -0.165
C -3.11 -2.53 -2.36 -0.768
S -1.10 0.70 -3.61 1.319
O -1.59 1.46 -4.71 -0.713
O 0.09 -0.20 -3.90 -0.483
O -0.64 1.55 -2.48 -0.778
H -6.17 -2.43 -1.02 0.370
H -5.13 -3.84 -1.25 0.377
H -6.13 -3.25 -2.58 0.426
H -5.66 -0.30 -2.35 0.460
H -3.86 1.16 -3.18 0.562
H -1.09 -2.11 -2.93 0.635
H -2.91 -3.57 -2.15 0.373
O 0.90 -1.43 0.13 0.093
S 3.36 0.46 1.19 -0.062
C 3.16 -0.47 2.70 0.590
C 3.34 0.20 3.90 -0.243
C 3.12 -0.45 5.11 -0.749
C 2.72 -1.78 5.11 -0.490
C 2.55 -2.45 3.91 -0.961
C 2.76 -1.80 2.70 0.000
C 4.77 -0.29 0.40 0.194
C 4.69 -1.53 -0.20 0.077
C 5.80 -2.07 -0.84 -1.028
C 6.99 -1.36 -0.88 -0.528
C 7.07 -0.11 -0.29 -0.683
C 5.97 0.43 0.36 -0.480
H 3.68 1.23 3.89 0.450
H 3.27 0.07 6.04 0.412
H 2.56 -2.30 6.05 0.423
H 2.25 -3.49 3.90 0.452
H 2.60 -2.32 1.77 0.381
H 3.76 -2.08 -0.19 0.346
H 5.73 -3.05 -1.30 0.429
H 7.85 -1.78 -1.38 0.413
H 8.00 0.45 -0.32 0.403
H 6.03 1.40 0.84 0.429
O -1.47 -2.52 0.41 -0.780
C -2.08 -1.47 0.49 -0.438
N -1.59 -0.22 0.13 0.830
C -2.46 0.73 0.55 0.161
O -2.10 1.92 0.46 -0.595
C -3.68 0.12 1.11 0.164
C -4.84 0.64 1.62 -0.763
C -5.79 -0.26 2.10 -0.681
C -5.54 -1.63 2.09 -0.726
C -4.35 -2.16 1.58 -0.588
C -3.44 -1.25 1.08 0.631
H -5.02 1.71 1.64 0.601
H -6.72 0.10 2.51 0.483
H -6.30 -2.30 2.48 0.462
H -4.16 -3.22 1.57 0.603
N 3.61 -0.33 -5.80 -0.533
C 3.06 -0.60 -4.83 -0.337
C 2.39 -0.94 -3.61 -0.345
C 2.42 -2.19 -3.08 -0.219
C 1.76 -2.45 -1.85 -1.068
C 1.30 -1.37 -1.16 -0.363
N 1.27 -0.09 -1.65 0.310
C 1.50 0.05 -3.02 -0.174
H 2.98 -2.97 -3.57 0.600
H 1.77 -3.42 -1.38 0.564
H 0.21 -2.13 0.21 0.194
H 1.74 1.07 -3.29 0.853


Short version: A is the most stable of them.


A | 40
Properties=species:S:1:pos:R:3:mulliken_charge:R:1 method="wB97M-V/def2-TZVPD" gap_ev="7.33 / 6.77" s_squared=0.77 charge=+4 multiplicity=2
Mo -1.07 -0.48 -1.00 2.353
N -1.74 -1.49 -2.81 -0.211
C -1.88 -0.48 -3.92 -0.317
C -2.36 0.83 -3.32 0.228
O -2.80 1.79 -3.79 -0.240
N -2.30 0.70 -1.72 0.040
C -3.58 0.95 -1.07 -0.419
C -3.86 -0.22 -0.12 0.457
O -4.77 -0.56 0.49 -0.185
O -2.50 -0.99 -0.04 -0.528
H -1.08 -2.22 -3.11 0.315
H -2.64 -1.97 -2.66 0.362
H -2.57 -0.82 -4.69 0.565
H -0.91 -0.31 -4.38 0.256
H -4.41 1.06 -1.77 0.390
H -3.53 1.86 -0.45 0.347
C -0.40 -0.97 3.15 -1.012
S 0.78 -0.75 1.83 0.315
O -0.11 -0.11 0.66 -0.583
C 1.80 0.58 2.44 0.600
C 3.12 0.23 2.76 -0.267
C 4.01 1.20 3.35 -0.428
C 3.62 2.51 3.50 -0.555
C 2.31 2.85 3.19 -0.440
C 1.39 1.89 2.61 -0.054
H -0.87 -0.03 3.42 0.419
H 0.18 -1.37 3.99 0.453
H -1.12 -1.73 2.82 0.444
H 3.51 -0.77 2.55 0.461
H 4.99 0.86 3.67 0.467
H 4.29 3.26 3.91 0.480
H 1.93 3.84 3.42 0.450
H 0.41 2.23 2.31 0.448
F 0.16 0.32 -2.19 -0.608
Sb 2.17 -1.95 -2.27 2.514
F 3.34 -1.02 -3.32 -0.391
F 2.56 -0.95 -0.76 -0.468
F 2.65 -3.62 -1.76 -0.385
F 0.34 -2.00 -1.25 -0.764
F 0.95 -2.15 -3.65 -0.513


B | 40
Properties=species:S:1:pos:R:3:mulliken_charge:R:1 method="wB97M-V/def2-TZVPD" gap_ev="8.28 / 6.17" s_squared=0.77 charge=+4 multiplicity=2
Mo 0.63 -0.72 0.13 1.787
N 0.16 -0.43 2.36 -0.359
C 0.79 -1.41 3.27 -0.334
C 1.88 -2.15 2.54 0.252
O 2.69 -2.87 3.04 -0.508
N 1.87 -1.96 1.12 0.118
C 2.86 -2.82 0.49 -0.520
C 4.23 -2.28 0.71 0.408
O 5.25 -1.88 0.88 0.069
O 0.90 -1.46 -1.32 -0.567
H 0.48 0.52 2.59 0.376
H -0.85 -0.41 2.49 0.300
H 0.07 -2.13 3.63 0.288
H 1.24 -0.93 4.14 0.431
H 2.73 -2.92 -0.59 0.416
H 2.91 -3.81 0.97 0.416
C -2.26 -2.12 -1.95 -1.070
S -1.56 -3.09 -0.63 0.419
O -1.01 -2.08 0.42 -0.305
C -3.05 -3.76 0.11 0.523
C -3.20 -5.12 0.11 -0.087
C -4.43 -5.69 0.64 -0.448
C -5.45 -4.88 1.15 -0.512
C -5.28 -3.52 1.15 -0.592
C -4.08 -2.95 0.63 -0.041
H -2.93 -1.35 -1.55 0.379
H -2.79 -2.81 -2.61 0.477
H -1.43 -1.67 -2.50 0.421
H -2.44 -5.79 -0.27 0.482
H -4.54 -6.77 0.62 0.459
H -6.36 -5.33 1.54 0.488
H -6.04 -2.86 1.54 0.447
H -3.97 -1.87 0.64 0.406
F 1.82 0.63 0.16 -0.518
Sb 6.39 17.66 -5.13 2.512
F 6.74 15.99 -5.75 -0.384
F 7.38 18.86 -6.06 -0.372
F 4.63 18.01 -5.35 -0.378
F 6.79 17.72 -3.36 -0.379
F -0.77 0.45 -0.04 -0.499


Short version: B is the most stable of them.


A | 10
Properties=species:S:1:pos:R:3:mulliken_charge:R:1 method="wB97M-V/def2-TZVPD" gap_ev=11.09 charge=0 smiles="NC(=O)O.O"
N -1.21 1.02 -0.86 -0.366
C -0.41 0.61 0.21 0.559
O -0.55 1.63 1.13 -0.485
O 0.37 -0.28 0.20 -0.467
H -1.61 1.93 -0.99 0.211
H -1.32 0.35 -1.60 0.198
H -0.89 1.44 2.01 0.324
H 2.12 -2.34 0.17 0.303
H 1.15 -1.86 -1.03 0.339
O 1.58 -2.60 -0.58 -0.615


B | 10
Properties=species:S:1:pos:R:3:mulliken_charge:R:1 method="wB97M-V/def2-TZVPD" gap_ev=10.95 charge=0 smiles="NC(=O)O.O"
N 1.12 -0.53 -1.00 -0.365
C 0.81 0.07 0.18 0.637
O 1.86 0.65 0.83 -0.462
O -0.28 0.08 0.67 -0.515
H 2.07 -0.57 -1.35 0.160
H 0.44 -1.10 -1.46 0.228
H 2.67 0.64 0.31 0.293
H -2.93 0.55 -0.77 0.302
H -2.44 -0.25 0.42 0.355
O -3.04 -0.31 -0.33 -0.634


Short version: B is the most stable of them.


A | 22
Properties=species:S:1:pos:R:3:mulliken_charge:R:1 method="wB97M-V/def2-TZVPD" gap_ev="5.85 / 8.80" charge=+1
C 0.29 2.35 -0.22 -0.053
C -1.95 0.21 -0.58 0.304
C 0.29 0.40 1.35 -0.574
C -1.17 0.89 1.60 -0.770
C 0.80 1.11 0.09 0.638
C 2.21 -0.87 -0.90 -1.323
C 1.71 0.57 -0.91 -0.679
N -0.05 3.42 -0.47 -0.365
N -2.14 0.20 0.71 -0.077
N -2.69 -0.27 -1.54 -0.349
H 0.83 0.79 2.14 0.434
H 0.19 -0.72 1.32 0.363
H -1.32 0.51 2.69 0.392
H -1.09 2.01 1.64 0.379
H 1.43 -1.44 -1.40 0.323
H 2.39 -1.38 0.14 0.280
H 3.10 -0.98 -1.41 0.457
H 1.55 0.85 -1.86 0.547
H 2.74 1.00 -0.77 0.368
H -2.86 -0.25 1.09 0.193
H -2.31 -0.59 -2.39 0.251
H -3.74 -0.28 -1.50 0.259


B | 22
Properties=species:S:1:pos:R:3:mulliken_charge:R:1 method="wB97M-V/def2-TZVPD" gap_ev=9.82 charge=+1 smiles="Cc1cnc(C)n(C)c1=[NH2+]"
C -0.68 1.85 0.06 -0.723
C -1.40 0.71 0.06 1.083
C -0.66 -0.54 0.02 0.610
C 1.40 0.78 0.05 0.662
C -2.89 0.72 -0.02 -2.055
C 2.85 0.84 -0.05 -1.305
C 1.39 -1.73 0.07 -1.169
N 0.73 1.85 0.05 -0.469
N 0.68 -0.52 -0.11 0.126
N -1.39 -1.67 -0.03 -0.324
H -1.14 2.74 0.20 0.555
H -3.22 0.19 -0.89 0.488
H -3.43 1.65 -0.16 0.368
H -3.23 0.17 0.84 0.477
H 3.07 1.83 0.43 0.365
H 3.09 1.14 -1.10 0.296
H 3.64 0.23 0.37 0.458
H 1.42 -2.27 -0.89 0.407
H 2.42 -1.55 0.22 0.342
H 1.02 -2.42 0.81 0.382
H -2.41 -1.39 0.00 0.268
H -1.25 -2.61 0.08 0.159


C | 22
Properties=species:S:1:pos:R:3:mulliken_charge:R:1 method="wB97M-V/def2-TZVPD" gap_ev=7.91 charge=+1 smiles=NN(C[NH3+])c1ccccc1
C 3.54 -0.19 0.04 -0.441
C 2.72 -1.29 -0.15 -0.597
C 3.01 1.08 0.13 -0.815
C 1.36 -1.16 0.03 -0.331
C 1.59 1.23 0.11 -0.283
C 0.79 0.11 0.17 0.584
C -1.51 -0.93 -0.10 -0.707
N -2.85 -0.43 0.28 -0.302
N -0.57 0.26 0.23 0.154
N -1.14 1.47 -0.28 -0.707
H 4.52 -0.49 -0.01 0.442
H 3.25 -2.30 -0.42 0.263
H 3.79 1.78 0.25 0.388
H 0.62 -1.92 0.04 0.406
H 1.05 2.14 0.12 0.533
H -1.39 -1.31 -1.22 0.315
H -1.33 -1.68 0.67 0.490
H -2.88 0.14 1.13 0.349
H -3.62 -1.10 0.48 0.360
H -3.10 0.24 -0.49 0.415
H -0.56 1.84 -1.00 0.285
H -1.50 2.18 0.33 0.202


Short version: B is the most stable of them.